## P
The following is a DFT calculation (ωB97M-V/def2-TZVPD) of a 2-piece molecular cluster, C4H14N2O2 overall.

Last column: natural (NBO) charge in e.
CARTESIAN COORDINATES (ANGSTROEM)
C1 -0.27 -0.54 -1.20  -0.070
H1 0.78 -0.67 -1.50  0.172
C2 0.17 2.57 0.67  -0.042
H2 -0.91 2.60 0.52  0.176
H3 0.63 -0.21 2.16  0.218
N1 0.64 1.34 0.02  -0.662
C3 -0.19 0.16 0.21  -0.064
O1 -0.43 -4.06 0.31  -0.934
H4 -1.20 0.50 0.46  0.181
H5 0.11 4.05 -0.75  0.356
H6 -1.89 -1.58 -1.26  0.474
C4 0.44 -0.78 1.26  -0.639
O2 -0.97 -1.74 -1.27  -0.729
H7 1.62 3.60 -0.39  0.355
N2 0.71 3.76 0.01  -0.839
H8 -0.26 -1.59 1.50  0.218
H9 0.38 2.66 1.74  0.159
H10 -0.09 -3.16 0.25  0.470
H11 1.34 -1.21 0.84  0.204
H12 1.62 1.15 0.17  0.362
H13 -0.61 0.28 -1.85  0.170
H14 -1.04 -3.99 -0.40  0.464

Results
SMILES: C[C@H](CO)NCN.O
E_HOMO (eV): -9.0
Multiplicity: 1
LUMO energy (Ha): 0.02177

---

## Q
The following is a DFT calculation (ωB97M-V/def2-TZVPD) of a 3-piece molecular cluster, C4H14N2O2 overall.

Last column: natural (NBO) charge in e.
CARTESIAN COORDINATES (ANGSTROEM)
H1 1.69 -2.87 1.10  0.360
H2 1.70 -1.16 -0.56  0.139
O1 3.09 2.07 -0.91  -0.938
N1 -0.33 -1.17 -0.68  -0.605
H3 0.34 2.11 0.45  0.188
N2 0.79 -2.53 0.77  -0.788
H4 2.25 2.52 -0.82  0.472
H5 2.96 1.19 -1.26  0.469
H6 -0.54 0.78 1.31  0.230
C1 -0.61 1.59 0.58  -0.613
C2 0.81 -1.63 -0.12  0.311
H7 -0.73 -1.94 2.16  0.495
H8 -2.21 0.76 -0.55  0.202
O2 -1.50 -1.57 2.63  -0.976
H9 0.62 0.40 -1.64  0.178
H10 -0.77 -0.19 -2.45  0.196
H11 -1.35 2.27 1.02  0.218
C3 -0.40 0.07 -1.45  -0.207
H12 -2.03 -2.33 2.88  0.467
C4 -1.20 1.14 -0.76  -0.412
H13 -1.20 -1.51 -0.29  0.403
H14 -1.38 1.99 -1.42  0.208

Results
SMILES: [H]/N=C/NCCC.O.O
E_HOMO (eV): -9.2
Multiplicity: 1
LUMO energy (Ha): 0.02498

---

## R
The following is a DFT calculation (ωB97M-V/def2-TZVPD) of a 3-piece molecular cluster, C4H14N2O2 overall.

Last column: natural (NBO) charge in e.
CARTESIAN COORDINATES (ANGSTROEM)
C1 -1.90 0.94 0.04  -0.020
H1 -0.92 -0.63 -0.92  0.202
H2 -1.92 1.94 0.38  0.203
O1 -0.92 -0.47 2.87  -0.966
H3 -1.10 -0.10 3.72  0.477
C2 1.63 0.74 0.04  -0.221
H4 2.01 -1.21 -3.13  0.455
H5 1.77 -1.32 -0.08  0.369
H6 -3.83 0.11 -0.36  0.357
H7 3.17 -1.01 -2.30  0.467
H8 2.07 1.58 0.71  0.184
H9 0.56 1.03 -1.88  0.193
H10 -2.85 -1.02 -0.02  0.356
H11 0.85 -0.56 1.36  0.397
H12 -1.69 -0.48 2.30  0.492
H13 2.52 0.91 -0.64  0.171
O2 2.59 -1.64 -2.64  -0.919
N1 -3.09 -0.06 0.28  -0.871
C3 -0.81 0.33 -0.47  -0.224
H14 0.15 2.26 -0.62  0.213
N2 1.70 -0.48 0.68  -0.859
C4 0.35 1.19 -0.77  -0.456

Results
SMILES: N/C=C/CCN.O.O
E_HOMO (eV): -8.7
Multiplicity: 1
LUMO energy (Ha): 0.02868

---

## S
The following is a DFT calculation (ωB97M-V/def2-TZVPD) of a 2-piece molecular cluster, C4H14N2O2 overall.

Last column: natural (NBO) charge in e.
CARTESIAN COORDINATES (ANGSTROEM)
H1 -2.38 1.74 -0.17  0.357
H2 0.52 -0.55 -1.34  0.486
H3 0.20 -1.04 -2.72  0.462
N1 0.78 0.45 0.44  -0.664
C1 -1.56 0.62 1.27  -0.229
H4 -2.36 0.02 1.86  0.181
H5 0.14 -0.15 2.38  0.173
O1 0.78 -0.41 -2.27  -0.957
H6 0.59 1.44 0.37  0.379
H7 -2.10 -1.13 -0.47  0.188
H8 -3.67 -0.42 -0.41  0.174
N2 -1.93 0.83 -0.14  -0.637
H9 2.73 1.01 0.32  0.154
H10 -2.56 -0.15 -1.90  0.211
H11 -0.29 -1.21 1.05  0.189
H12 2.30 -1.02 -0.89  0.485
O2 2.65 -1.00 0.02  -0.737
C2 -2.65 -0.26 -0.82  -0.420
C3 2.15 0.15 0.67  0.099
C4 -0.23 -0.15 1.31  -0.233
H13 2.42 0.02 1.73  0.145
H14 -1.39 1.68 1.58  0.198

Results
SMILES: CNCCNCO.O
E_HOMO (eV): -8.8
Multiplicity: 1
LUMO energy (Ha): 0.03080

---

Result of the stability comparison: Q is the most stable of them.